# 1
# C22H31FN6O2

C22H31FN6O2 in the gas phase at a distorted geometry (ωB97M-V/def2-TZVPD, the OMol25 dataset).

XYZ file:
```
62
C22H31FN6O2 | the OMol25 dataset | ωB97M-V/def2-TZVPD
F -4.69 -3.40 4.20
O -0.26 0.60 -2.88
O 3.77 -0.87 -1.75
N 1.67 -1.31 -2.43
N -1.29 1.56 1.99
N -1.31 1.79 -0.09
N -2.09 0.76 0.10
N -0.83 2.28 1.03
N 1.39 1.63 -1.73
C -0.65 -3.50 -0.48
C 1.83 2.51 -0.65
C -3.46 -1.42 1.45
C -4.11 -2.42 2.14
C 1.75 -2.75 -2.27
C 2.69 1.78 0.40
C -0.99 2.29 -1.39
C 0.65 -2.95 0.09
C 2.31 1.18 -4.01
C 4.04 3.56 -0.46
C 0.11 1.43 -2.06
C -2.73 -0.44 3.54
C 2.69 -0.50 -2.17
C 2.46 0.99 -2.50
C -4.06 -2.42 3.53
C 1.86 -3.22 -0.81
C 3.71 2.83 0.84
C 0.49 -1.47 0.43
C -2.77 -0.43 2.15
C -3.38 -1.44 4.24
C 2.68 3.70 -1.15
C -2.07 0.61 1.42
H 0.88 -3.19 -2.76
H 4.72 2.96 -1.06
H 2.04 -4.29 -0.84
H 1.43 0.68 -4.40
H 0.95 2.89 -0.14
H 2.74 -2.74 -0.38
H 0.86 -3.48 1.03
H -3.36 -1.48 5.31
H 2.66 -3.09 -2.79
H -1.44 -3.44 0.27
H 2.21 4.64 -0.85
H -2.19 0.33 4.06
H -0.20 -1.35 1.26
H -4.65 -3.20 1.63
H -3.47 -1.39 0.37
H 1.44 -1.03 0.71
H 3.19 0.77 -4.51
H 3.39 1.49 -2.20
H 0.80 -0.90 -2.76
H 2.24 2.24 -4.26
H -1.87 2.18 -2.02
H 2.08 1.42 1.22
H -0.70 3.34 -1.31
H -0.53 -4.55 -0.77
H 2.77 3.71 -2.23
H 4.51 4.53 -0.28
H 0.09 -0.92 -0.42
H -0.97 -2.93 -1.35
H 4.58 2.38 1.31
H 3.25 3.52 1.55
H 3.21 0.93 -0.04
```

**E_tot**: -39071.007 eV
**SMILES**: CC(C)CCNC(=O)[C@@H](C)N(C(=O)Cn1nnc(-c2ccc(F)cc2)n1)C1CCCC1
**2S+1**: 1
**ΔE to the lowest compared entry with this formula, charge and spin**: 1.71 kcal per mole

=====

# 2
# C22H31N3O2

C22H31N3O2 in the gas phase (ωB97M-V/def2-TZVPD, the OMol25 dataset).

XYZ file:
```
58
C22H31N3O2 | the OMol25 dataset | ωB97M-V/def2-TZVPD
O 0.90 -0.89 -0.67
O 1.31 1.99 0.76
N -1.79 0.40 1.13
N -0.52 0.81 1.33
N 2.76 -0.92 0.60
C -5.55 -1.20 0.49
C 1.44 -1.03 0.41
C 0.64 -1.32 1.68
C -0.60 2.10 -0.71
C -6.57 -0.38 0.00
C 6.82 0.81 -0.35
C 5.47 1.31 -0.87
C -8.14 -1.55 -1.53
C 0.21 0.02 2.30
C -4.96 1.39 -0.27
C 4.69 -1.60 -0.76
C 0.17 1.66 0.52
C -4.26 -0.73 0.59
C 7.06 -0.68 -0.55
C -2.09 2.27 -0.40
C -7.97 -0.91 -0.15
C -6.25 0.92 -0.37
C 3.68 -0.48 -0.44
C 5.98 -1.59 0.06
C -3.94 0.57 0.21
C 4.30 0.85 0.00
C -2.56 1.05 0.34
H -3.47 -1.37 0.96
H -9.15 -1.93 -1.65
H 5.50 2.40 -0.87
H -5.78 -2.21 0.78
H 6.90 1.05 0.71
H 8.02 -0.94 -0.10
H -8.69 -0.09 -0.05
H -7.44 -2.37 -1.65
H 4.64 0.77 1.03
H 3.05 -0.32 -1.32
H 5.32 0.99 -1.90
H -0.26 -1.87 1.40
H 7.62 1.35 -0.87
H 5.79 -1.29 1.09
H -0.45 1.30 -1.44
H -0.45 -0.16 3.16
H -7.95 -0.82 -2.32
H -4.75 2.41 -0.55
H -7.03 1.57 -0.74
H 7.13 -0.90 -1.62
H 3.13 -0.97 1.54
H 4.95 -1.54 -1.81
H -2.64 2.40 -1.33
H 1.08 0.60 2.61
H -8.17 -1.65 0.62
H 1.22 -1.90 2.39
H 6.38 -2.60 0.08
H 4.17 -2.55 -0.61
H 3.50 1.60 -0.02
H -2.25 3.15 0.22
H -0.16 3.02 -1.10
```

**E_tot**: -31883.611 eV
**SMILES**: CCc1ccc(C2=NN(CCC(=O)NC3CCCCCC3)C(=O)CC2)cc1
**2S+1**: 1
**ΔE to the lowest compared entry with this formula, charge and spin**: 17.19 kcal per mole

=====

# 3
# C22H31N3O5S

C22H31N3O5S in the gas phase at a distorted geometry (ωB97M-V/def2-TZVPD, the OMol25 dataset).

XYZ file:
```
62
C22H31N3O5S | the OMol25 dataset | ωB97M-V/def2-TZVPD
S -0.79 2.30 5.21
O -1.59 -3.42 -3.82
O -1.74 1.04 0.14
O 0.55 0.75 -3.39
O -2.05 2.91 4.91
O 0.08 2.94 6.15
N -1.11 0.78 5.80
N 2.32 1.62 0.16
N -1.55 0.70 -2.52
C -1.05 -3.99 -5.00
C -1.17 -1.02 4.22
C 1.51 2.27 3.70
C -2.03 -0.04 5.04
C 0.48 -4.08 -4.96
C 4.10 3.31 -0.05
C -0.22 0.85 -2.44
C 1.65 1.35 -0.97
C 3.75 1.83 0.09
C 2.24 2.13 2.54
C 0.21 1.62 1.33
C -2.56 -1.18 -3.76
C 0.30 1.16 -1.07
C -1.32 -2.05 -3.58
C -0.51 1.80 2.51
C -2.20 0.31 -3.75
C -0.53 1.25 0.11
C -1.53 -3.32 -6.29
C 0.13 2.11 3.68
C 1.61 1.79 1.33
C 0.04 -0.04 6.09
C 0.23 -0.93 4.85
H 0.80 -4.52 -4.02
H -0.98 -1.98 -2.54
H 0.93 -3.09 -5.05
H 0.89 0.61 6.31
H -1.59 1.71 2.47
H -0.18 -0.65 6.97
H 3.65 3.71 -0.95
H -3.11 0.91 -3.87
H -2.67 -0.57 5.74
H 0.84 -4.70 -5.78
H 1.98 2.54 4.63
H 3.31 2.28 2.59
H -1.17 -3.88 -7.15
H 2.23 1.26 -1.88
H -3.03 -1.41 -4.72
H 4.23 1.39 0.97
H -1.58 -2.03 4.30
H -2.66 0.62 4.43
H -2.61 -3.29 -6.32
H -2.08 0.73 -1.66
H -1.45 -5.01 -4.97
H -1.15 -0.74 3.17
H 5.18 3.43 -0.11
H -0.51 -1.68 -4.21
H 4.12 1.28 -0.79
H -1.14 -2.30 -6.36
H 0.94 -0.48 4.16
H 0.62 -1.91 5.13
H -3.28 -1.40 -2.97
H 3.73 3.87 0.80
H -1.51 0.54 -4.56
```

**E_tot**: -48860.896 eV
**SMILES**: CCn1cc(C(=O)NCCCOC(C)C)c(=O)c2cc(S(=O)(=O)N3CCCC3)ccc21
**2S+1**: 1
**ΔE to the lowest compared entry with this formula, charge and spin**: 24.55 kcal per mole

=====

# 4
# C22H31N4O2

2 unconnected molecules or ions with the total composition C22H31N4O2 at a distorted geometry (ωB97M-V/def2-TZVPD, the OMol25 dataset).

XYZ file:
```
59
C22H31N4O2 | the OMol25 dataset | ωB97M-V/def2-TZVPD
O -0.03 -2.39 -2.68
O 6.31 -1.74 -3.31
N -2.87 2.73 0.37
N -0.96 -0.35 -0.29
N -0.74 -0.33 3.38
N -1.99 2.08 2.91
C -3.46 3.08 -0.92
C 0.77 -1.36 -2.62
C -0.97 -2.74 3.97
C -1.69 0.75 -0.49
C 2.78 -2.77 -3.08
C -0.58 0.70 4.35
C -0.83 -0.81 0.97
C 2.17 -1.50 -2.91
C -1.77 1.22 1.87
C 4.15 -2.89 -3.24
C 4.95 -1.74 -3.28
C -1.46 -2.21 -2.92
C -1.64 1.77 4.28
C 4.34 -0.45 -3.23
C 7.07 -2.97 -3.29
C -2.45 3.43 2.68
C -3.36 3.50 1.48
C -2.12 1.61 0.55
C 2.97 -0.34 -3.07
C -2.42 3.51 -1.94
C -0.04 -1.57 3.72
C -1.13 -0.02 2.10
H 2.13 -3.65 -3.11
H 2.48 0.63 -3.10
H 6.88 -3.57 -2.39
H -4.07 2.25 -1.30
H -1.64 -2.91 3.12
H -4.15 3.91 -0.72
H -0.47 -1.83 1.05
H -2.99 3.76 3.58
H -1.27 2.70 4.74
H -1.90 -1.67 -2.08
H 0.52 -1.35 4.64
H -2.91 3.69 -2.90
H 4.98 0.41 -3.36
H 0.40 1.19 4.23
H -0.61 0.24 5.35
H -1.57 -1.65 -3.84
H -1.64 2.76 -2.07
H -1.99 0.92 -1.52
H -1.95 4.44 -1.62
H -3.45 4.54 1.14
H 0.30 -0.41 -2.39
H -0.39 -3.65 4.14
H -2.56 1.46 4.82
H -4.37 3.16 1.78
H 0.69 -1.81 2.94
H -1.58 4.11 2.54
H 6.88 -3.57 -4.20
H 4.60 -3.88 -3.38
H 8.11 -2.62 -3.29
H -1.59 -2.56 4.85
H -1.86 -3.22 -3.01
```

**E_tot**: -33364.578 eV
**Charge**: +1
**2S+1**: 1
**ΔE to the lowest compared entry with this formula, charge and spin**: 79.44 kcal per mole

=====

It is found that the Kohn-Sham gap values, taken in the order of the records, are 9.503 8.733 8.641 4.636 eV.
It is found that the E_HOMO values, taken in the order of the records, are -9.003 -8.087 -8.899 -9.005 eV.